Entry 1:
{"formula": "C6H12N", "method": "ωB97M-V with the def2-TZVPD basis set", "total_charge": 1, "relative_energy_kj_mol": 290.8, "largest_force_ha_per_bohr": 0.11119, "elements": ["C", "C", "C", "C", "C", "C", "N", "H", "H", "H", "H", "H", "H", "H", "H", "H", "H", "H", "H"], "positions_angstrom": [[-1.0715, -0.6980, 1.3437], [1.7302, -0.6319, -0.5167], [-2.0556, -0.4539, 0.4746], [1.0143, -1.7952, -0.9082], [-2.5706, 0.7860, -0.2142], [2.7626, 1.5700, 0.2074], [2.2158, 0.3544, -0.1121], [-0.3464, 0.0264, 1.6484], [-0.9779, -1.6299, 1.8119], [-2.7043, -1.2814, 0.2881], [0.7415, -1.4997, -1.9687], [0.1413, -1.9094, -0.2160], [1.4443, -2.8106, -1.0421], [-1.6679, 1.5352, -0.4732], [-3.2341, 1.3973, 0.4619], [-3.3536, 0.5138, -0.9659], [2.9647, 2.1413, -0.7305], [2.0223, 2.2495, 0.6385], [3.6510, 1.4413, 0.9880]], "nbo_charge": [-0.461, 0.680, -0.141, -0.795, -0.682, -0.483, -0.218, 0.179, 0.209, 0.198, 0.306, 0.335, 0.325, 0.213, 0.254, 0.248, 0.275, 0.271, 0.285]}

=====

Entry 2:
{"formula": "C4H10N2P", "method": "ωB97M-V with the def2-TZVPD basis set", "total_charge": 1, "relative_energy_kj_mol": 277.6, "largest_force_ha_per_bohr": 0.08495, "elements": ["C", "C", "C", "C", "N", "N", "P", "H", "H", "H", "H", "H", "H", "H", "H", "H", "H"], "positions_angstrom": [[-1.5376, 0.2482, 0.4995], [-1.8037, -0.2901, -1.6472], [-1.1069, -1.4535, -0.9337], [3.6631, 1.2071, 1.6480], [-2.1283, 0.6467, -0.5596], [-0.8886, -0.8736, 0.3129], [2.1075, 0.4394, 1.0498], [-1.1639, 0.3129, -2.3668], [-2.7917, -0.6318, -2.0790], [-1.6664, -2.3527, -1.0161], [-0.1197, -1.7080, -1.2772], [4.1359, 1.1448, 0.6336], [4.3305, 0.5723, 2.1701], [3.6975, 2.1787, 1.9704], [-2.9419, 1.1555, -0.6935], [0.0383, -1.1513, 0.7602], [-1.8242, 0.5554, 1.5284]], "nbo_charge": [0.394, -0.249, -0.245, -0.995, -0.487, -0.534, 0.255, 0.242, 0.240, 0.228, 0.229, 0.258, 0.256, 0.248, 0.441, 0.460, 0.260]}

=====

Entry 3:
{"formula": "C20H25N5O2", "method": "ωB97M-V with the def2-TZVPD basis set", "total_charge": 0, "relative_energy_kj_mol": 167.0, "largest_force_ha_per_bohr": 0.01858, "smiles": "Cc1ccc2c(c1)cc1c(=O)n(CC(=O)NCCN3CCCC3)nc(C)n12", "elements": ["C", "C", "C", "C", "C", "C", "C", "C", "C", "C", "O", "N", "C", "C", "O", "N", "C", "C", "N", "C", "C", "C", "C", "N", "C", "C", "N", "H", "H", "H", "H", "H", "H", "H", "H", "H", "H", "H", "H", "H", "H", "H", "H", "H", "H", "H", "H", "H", "H", "H", "H", "H"], "positions_angstrom": [[7.7533, 2.3166, -0.4005], [6.5423, 1.4419, -0.2833], [6.5200, 0.2096, -0.9563], [5.4460, -0.6491, -0.8979], [4.3432, -0.2690, -0.1373], [4.3474, 0.9732, 0.5494], [5.4536, 1.8214, 0.4692], [3.1106, 1.0910, 1.2298], [2.3984, -0.0445, 0.9577], [1.0740, -0.4336, 1.3952], [0.3461, 0.2542, 2.1023], [0.6805, -1.6656, 0.9436], [-0.5969, -2.2300, 1.3292], [-1.7748, -1.6848, 0.4994], [-2.4414, -2.3987, -0.2202], [-1.9721, -0.3679, 0.6634], [-3.0745, 0.3272, 0.0465], [-4.1983, 0.6197, 1.0728], [-5.5068, 0.8439, 0.5229], [-5.6527, 1.9697, -0.3828], [-6.9814, 1.6894, -1.0734], [-6.8956, 0.1827, -1.3088], [-6.1781, -0.3218, -0.0527], [1.4289, -2.4513, 0.1431], [2.5889, -2.0929, -0.2565], [3.3276, -3.0347, -1.1431], [3.1394, -0.8870, 0.1218], [7.6284, 3.2324, 0.1709], [7.9327, 2.5778, -1.4427], [8.6354, 1.7938, -0.0327], [7.3828, -0.0720, -1.5422], [5.4835, -1.5815, -1.4345], [5.4433, 2.7632, 0.9970], [2.7800, 1.9028, 1.8446], [-0.7711, -1.9995, 2.3843], [-0.5370, -3.3072, 1.1731], [-1.3918, 0.1345, 1.3288], [-3.4580, -0.3236, -0.7434], [-2.7061, 1.2559, -0.3967], [-4.2721, -0.2365, 1.7493], [-3.9254, 1.4983, 1.6658], [-4.8478, 2.0239, -1.1329], [-5.6547, 2.9012, 0.1893], [-7.8044, 1.9169, -0.3962], [-7.1072, 2.2591, -1.9922], [-6.2929, -0.0198, -2.1956], [-7.8713, -0.2800, -1.4431], [-5.4827, -1.1346, -0.2849], [-6.8971, -0.6965, 0.6858], [3.5444, -2.5659, -2.1013], [2.7004, -3.9057, -1.3065], [4.2610, -3.3466, -0.6777]], "nbo_charge": [-0.624, -0.022, -0.207, -0.233, 0.193, -0.098, -0.182, -0.212, 0.048, 0.628, -0.644, -0.236, -0.308, 0.662, -0.625, -0.626, -0.257, -0.209, -0.447, -0.215, -0.404, -0.411, -0.224, -0.269, 0.407, -0.650, -0.362, 0.216, 0.219, 0.219, 0.212, 0.217, 0.213, 0.242, 0.231, 0.249, 0.432, 0.226, 0.194, 0.200, 0.192, 0.157, 0.196, 0.202, 0.210, 0.199, 0.213, 0.194, 0.185, 0.227, 0.255, 0.226]}

=====

Entry 4:
{"formula": "C44H40N4NdO4S8", "method": "ωB97M-V with the def2-TZVPD basis set", "total_charge": -1, "largest_force_ha_per_bohr": 0.05502, "spin_multiplicity": 4, "s_squared": 3.7536, "total_energy_ha": -5967.68090, "elements": ["Nd", "S", "C", "C", "C", "C", "C", "C", "S", "C", "C", "C", "C", "C", "C", "C", "S", "C", "C", "C", "C", "C", "C", "S", "N", "H", "H", "H", "H", "H", "H", "H", "H", "H", "H", "H", "H", "H", "H", "H", "S", "C", "N", "C", "C", "N", "C", "C", "C", "C", "C", "C", "C", "C", "S", "C", "C", "C", "C", "C", "C", "C", "H", "H", "H", "H", "H", "H", "H", "H", "H", "H", "H", "H", "H", "H", "H", "H", "H", "H", "C", "C", "C", "C", "C", "C", "C", "S", "O", "O", "O", "H", "H", "H", "H", "H", "H", "H", "O", "S", "N"], "positions_angstrom": [[11.1611, 13.8329, 13.6933], [11.2886, 11.6995, 15.6011], [10.2053, 10.3451, 15.1762], [9.7215, 9.5095, 16.1960], [9.0704, 8.3084, 15.9070], [8.7827, 7.9441, 14.5781], [9.1077, 8.8837, 13.5882], [9.8380, 10.0337, 13.8936], [10.1334, 11.1862, 12.5412], [8.5578, 12.0417, 12.7262], [8.3916, 13.3106, 11.9847], [7.3040, 13.4935, 11.1678], [6.9458, 14.8249, 10.8354], [7.8096, 15.8388, 11.0821], [9.1512, 15.5266, 11.6344], [9.6881, 16.6794, 12.5384], [11.5033, 16.5091, 12.5581], [11.5904, 16.0243, 10.7825], [11.6265, 17.2120, 9.7604], [12.7629, 17.3683, 8.8716], [13.5904, 16.3270, 8.6718], [13.5024, 15.1362, 9.4314], [12.6540, 14.9431, 10.4632], [12.7806, 13.4120, 11.2776], [9.2379, 14.3314, 12.3424], [9.8036, 9.9047, 17.1619], [8.7154, 7.6299, 16.6929], [8.2954, 7.0387, 14.2708], [8.8076, 8.7207, 12.5328], [8.3852, 12.1927, 13.8015], [7.8331, 11.2926, 12.4445], [6.7839, 12.5884, 10.7616], [6.0184, 15.0248, 10.3297], [7.5044, 16.8753, 11.0133], [9.2552, 16.5313, 13.5353], [9.3777, 17.6467, 12.0770], [11.2715, 18.1682, 10.2015], [12.7529, 18.3021, 8.3574], [14.4328, 16.3655, 8.0117], [14.1546, 14.3166, 9.2171], [15.1146, 14.2588, 16.7371], [16.1937, 14.3315, 15.5367], [17.5446, 14.0230, 15.6693], [18.1307, 13.0548, 14.6988], [17.0413, 12.7498, 13.6238], [16.4436, 13.9808, 13.1878], [16.3827, 14.2647, 11.7507], [17.6953, 14.6974, 11.0817], [17.6526, 15.6034, 10.0313], [18.8248, 15.9826, 9.3617], [20.0459, 15.4036, 9.5521], [20.1254, 14.4616, 10.5969], [18.9878, 14.1318, 11.3368], [15.9191, 14.7755, 14.1195], [15.0810, 16.1896, 13.7479], [18.0902, 13.8717, 17.0268], [18.0138, 15.1309, 17.8048], [18.2774, 15.0472, 19.1632], [18.1317, 16.1918, 19.9156], [17.6863, 17.4074, 19.3673], [17.5876, 17.4910, 18.0282], [17.6873, 16.3539, 17.2508], [18.4461, 12.0841, 15.1554], [19.0301, 13.5081, 14.2566], [16.2755, 12.1330, 14.1157], [17.5291, 12.2106, 12.7935], [15.6722, 15.0706, 11.6262], [15.9749, 13.3738, 11.2736], [16.7854, 16.0831, 9.7115], [18.8003, 16.6996, 8.6171], [20.8301, 15.7005, 8.9259], [21.0430, 13.9197, 10.8024], [19.0982, 13.3535, 12.1004], [19.1562, 13.6192, 16.8540], [17.5391, 13.0891, 17.6050], [18.6015, 14.1266, 19.6580], [18.3257, 16.2240, 20.9844], [17.5822, 18.2803, 19.9642], [17.3706, 18.4418, 17.5291], [17.6249, 16.4231, 16.1562], [10.3921, 12.1257, 21.3843], [10.3934, 13.0066, 20.1206], [11.6126, 13.2152, 19.5275], [11.7144, 14.0092, 18.4089], [10.5947, 14.4358, 17.7995], [9.3099, 14.3612, 18.4327], [9.1983, 13.5951, 19.5793], [10.7519, 15.4021, 16.3363], [9.7277, 14.7697, 15.4978], [10.5042, 16.8114, 16.6862], [12.0829, 15.1849, 15.7267], [11.3783, 11.7115, 21.6249], [9.8411, 11.2192, 21.2230], [9.9649, 12.6932, 22.2187], [12.5411, 12.7899, 19.9793], [12.6592, 14.1916, 17.9162], [8.4642, 14.7475, 17.9291], [8.2993, 13.3024, 20.0344], [10.0958, 15.8855, 7.7988], [9.9534, 16.5941, 9.1075], [10.2155, 15.5999, 10.4672]], "lowdin_charge": [1.338, 0.492, -0.700, -0.118, -0.089, -0.099, -0.119, -0.561, 0.857, -0.426, -0.373, -0.066, -0.089, -0.078, -0.562, -0.347, 0.887, -0.673, -0.346, -0.105, -0.092, -0.182, -0.678, 0.475, -0.085, 0.073, 0.098, 0.084, 0.109, 0.104, 0.075, 0.115, 0.097, 0.096, 0.084, 0.096, 0.113, 0.093, 0.095, 0.080, 0.868, -0.777, -0.128, -0.111, -0.124, -0.114, -0.127, -0.141, -0.018, -0.087, -0.088, -0.079, -0.035, -0.719, 0.691, -0.170, -0.269, -0.053, -0.084, -0.099, -0.092, -0.052, 0.134, 0.110, 0.139, 0.128, 0.046, 0.120, 0.090, 0.079, 0.083, 0.096, 0.079, 0.138, 0.124, 0.119, 0.097, 0.092, 0.117, 0.117, -0.057, -0.247, -0.053, -0.095, -0.295, -0.019, -0.018, 0.428, -0.473, -0.304, -0.489, 0.069, 0.060, 0.076, 0.127, 0.053, 0.102, 0.090, -0.503, 0.975, -0.203]}